Entry 1:
C15H14FN3RuS2 as an isolated structure, computed with ωB97M-V with the def2-TZVPD basis set.

The geometry in XYZ format:
```
36
Properties=species:S:1:pos:R:3:nbo_charge:R:1
Ru -0.366 -0.319 -0.875 0.513
S 2.046 -3.475 1.606 0.491
S 1.401 -0.780 0.288 0.213
F -0.341 -2.028 -5.342 -0.243
N -2.227 0.398 -0.283 -0.410
N -0.323 -2.756 0.870 -0.311
N -1.106 -1.806 0.320 -0.219
C 3.603 -2.569 1.496 -0.765
C 0.482 1.642 -1.346 -0.299
C 0.923 -2.407 0.900 -0.094
C 0.344 0.868 -2.532 -0.178
C -1.145 -0.214 -4.129 -0.239
C -4.066 1.913 -0.154 -0.211
C -4.394 -0.396 0.362 -0.173
C -2.732 1.631 -0.396 0.088
C -3.054 -0.604 0.128 0.132
C -0.911 0.775 -3.214 -0.131
C -2.376 -1.844 0.461 0.131
C -0.106 -1.113 -4.441 0.530
C 1.135 -1.063 -3.832 -0.274
C -4.916 0.884 0.210 -0.086
C 1.341 -0.101 -2.865 -0.061
H 4.333 -3.234 1.956 0.276
H -5.965 1.074 0.394 0.266
H -1.684 1.503 -2.998 0.254
H -0.194 2.466 -1.173 0.229
H 3.893 -2.398 0.463 0.237
H -2.088 -0.302 -4.652 0.278
H 1.464 1.769 -0.910 0.249
H -4.419 2.930 -0.255 0.268
H -5.013 -1.221 0.688 0.264
H 3.576 -1.645 2.068 0.246
H 1.905 -1.772 -4.105 0.282
H -2.868 -2.689 0.930 0.261
H -2.057 2.420 -0.689 0.221
H 2.303 -0.037 -2.376 0.265
```

Calculated values
HOMO-LUMO gap (spin up / spin down)	0.216 / 0.216	hartree
E_HOMO (spin up / spin down)	-14.89 / -14.89	eV
net charge	+2

=====

Entry 2:
An isolated molecule of C15H14N2O4, computed with ωB97M-V with the def2-TZVPD basis set.

The geometry in XYZ format:
```
35
Properties=species:S:1:pos:R:3:nbo_charge:R:1
O 3.576 1.138 -1.081 -0.372
O 2.056 0.223 -2.289 -0.376
O -4.127 0.492 -0.813 -0.585
O -1.230 -0.703 0.590 -0.510
N 2.420 0.936 -1.380 0.517
N -2.279 1.650 -0.339 -0.619
C 2.217 -1.255 1.512 -0.182
C 0.906 -0.826 1.514 -0.273
C 0.774 3.006 1.215 -0.199
C -0.925 1.895 -0.099 0.168
C 1.771 2.409 0.463 -0.220
C 0.481 -2.095 -0.482 -0.264
C 2.674 -2.097 0.509 -0.245
C 0.071 1.346 -0.898 -0.234
C -3.066 -2.013 -0.322 -0.621
C -2.128 -0.821 -0.498 0.005
C 1.801 -2.516 -0.476 -0.192
C 1.401 1.584 -0.590 0.107
C 0.029 -1.231 0.507 0.296
C -0.558 2.750 0.943 -0.199
C -2.943 0.478 -0.576 0.674
H -0.163 0.729 -1.751 0.252
H -3.806 -2.015 -1.116 0.236
H 2.816 2.568 0.673 0.251
H -3.578 -1.933 0.633 0.224
H 1.037 3.662 2.030 0.225
H 2.887 -0.925 2.291 0.216
H 2.144 -3.176 -1.258 0.219
H -0.175 -2.449 -1.262 0.211
H -1.329 3.202 1.549 0.219
H 0.534 -0.162 2.279 0.226
H -2.501 -2.941 -0.342 0.214
H -2.905 2.432 -0.185 0.413
H -1.585 -0.921 -1.449 0.200
H 3.703 -2.421 0.499 0.219
```

Calculated values
HOMO-LUMO gap	0.301	hartree
SMILES	C[C@H](Oc1ccccc1)C(=O)Nc1cccc([N+](=O)[O-])c1
E_HOMO	-8.76	eV
net charge	0

=====

Entry 3:
An isolated molecule of C15H14N4, computed with ωB97M-V with the def2-TZVPD basis set.

The geometry in XYZ format:
```
33
Properties=species:S:1:pos:R:3:nbo_charge:R:1
N -1.449 -1.753 1.326 -0.481
N -0.036 -2.425 -0.334 -0.438
N -0.237 -3.767 0.047 -0.639
N -0.638 0.895 0.984 -0.403
C 2.580 1.759 -1.568 -0.215
C -2.038 1.565 2.798 -0.188
C 1.697 1.349 -0.591 -0.176
C 0.684 -0.168 -2.149 -0.228
C 1.567 0.257 -3.124 -0.208
C -0.569 -1.415 0.406 0.328
C -2.924 -1.079 3.081 -0.216
C -1.527 0.568 1.950 0.129
C 2.533 1.216 -2.848 -0.004
C -2.964 1.237 3.751 -0.233
C -0.182 -0.041 0.197 0.203
C 0.746 0.366 -0.864 -0.039
C -1.967 -0.773 2.099 0.125
C 3.500 1.671 -3.897 -0.629
C -3.409 -0.085 3.890 -0.194
H 4.523 1.465 -3.583 0.221
H 0.847 -2.261 -0.798 0.393
H -1.106 -4.097 -0.375 0.352
H -0.380 -3.798 1.058 0.363
H 3.412 2.745 -4.053 0.222
H 1.500 -0.162 -4.118 0.210
H -3.363 2.000 4.405 0.214
H 1.728 1.778 0.398 0.226
H -3.254 -2.102 3.179 0.221
H 3.319 1.166 -4.842 0.215
H 3.317 2.516 -1.341 0.211
H -1.685 2.576 2.668 0.221
H -4.144 -0.318 4.647 0.213
H -0.081 -0.888 -2.399 0.223
```

Calculated values
HOMO-LUMO gap	0.298	hartree
SMILES	Cc1ccc(-c2nc3ccccc3nc2NN)cc1
E_HOMO	-8.07	eV
net charge	0

=====

Entry 4:
C15H14N4O2PdS as an isolated structure, computed with ωB97M-V with the def2-TZVPD basis set.

The geometry in XYZ format:
```
37
Properties=species:S:1:pos:R:3:nbo_charge:R:1
Pd 0.384 1.777 1.096 0.819
S -0.488 1.925 3.177 -0.156
O 1.602 3.375 1.307 -0.724
O 2.927 1.761 0.570 -0.708
N -0.640 0.100 1.009 -0.179
N -1.619 -0.177 4.308 -0.779
N -1.152 -0.501 2.116 -0.439
N 0.309 1.495 -0.985 -0.452
C 0.081 -0.304 -2.529 -0.230
C -2.336 -4.381 -0.741 -0.201
C -2.925 -3.273 -1.332 -0.230
C 0.981 1.799 -3.239 -0.250
C 0.616 0.496 -3.528 -0.144
C -1.211 -4.227 0.058 -0.209
C -1.260 -1.854 -0.328 -0.118
C -0.676 -2.967 0.270 -0.160
C 3.945 3.796 1.333 -0.719
C -0.073 0.234 -1.261 0.179
C 0.822 2.257 -1.941 0.089
C -1.107 0.302 3.160 0.290
C 2.775 2.886 1.046 0.769
C -2.384 -2.011 -1.131 -0.139
C -0.674 -0.508 -0.131 0.188
H 4.733 3.223 1.818 0.231
H 0.190 -2.837 0.905 0.227
H 0.747 0.099 -4.526 0.225
H -0.753 -5.090 0.522 0.218
H 3.649 4.638 1.953 0.224
H 1.394 2.452 -3.994 0.230
H 4.340 4.170 0.388 0.227
H -1.620 0.387 5.136 0.408
H -3.805 -3.389 -1.951 0.217
H -2.080 -1.070 4.302 0.406
H -2.841 -1.144 -1.592 0.210
H -2.755 -5.366 -0.902 0.216
H -0.211 -1.327 -2.719 0.240
H 1.116 3.256 -1.646 0.223
```

Calculated values
HOMO-LUMO gap	0.268	hartree
E_HOMO	-7.89	eV
net charge	0

=====

The energy relative to the best compared isomer or geometry (same formula, charge and spin) results, record by record, are as follows: 0.0; 246.9; 0.0; 31.9 kJ/mol.